(1)
A 10-piece molecular cluster, C86H189N4O6P3 overall at a distorted geometry. Source: OMol25; level of theory: the ωB97M-V functional and the def2-TZVPD basis.

Geometry as XYZ:
```
288
C86H189N4O6P3 the ωB97M-V functional and the def2-TZVPD basis
P -0.5753 -8.0473 0.8030
P -0.4295 -3.0450 -4.6648
P -4.2386 6.8335 -4.2429
O -4.6259 -0.4955 2.4335
O 2.2712 -1.1617 -3.5792
O 3.9067 -0.1187 -2.5847
O 2.9487 6.0779 2.4330
O 4.2278 4.2396 2.0222
O -3.3166 0.6248 1.0996
N -1.0465 6.5628 2.2397
N 0.0270 -2.7525 8.4054
N 7.9331 2.8295 2.1928
N 2.0508 0.9513 1.1136
C -0.8317 -12.1619 3.2625
C -3.3182 1.2854 -3.2947
C 1.1962 -0.0957 0.3545
C 0.4093 -1.8374 5.9325
C -0.5391 4.5697 3.5765
C 9.3162 2.7019 2.9067
C 0.2473 5.7221 -3.0470
C 3.4618 5.2149 1.6646
C 3.3626 5.5397 0.0885
C -2.2503 5.5727 -2.5419
C -3.5915 8.4811 -3.7737
C -0.3258 6.3347 0.9339
C -5.7997 7.7643 -6.4339
C -4.5362 -6.5360 0.8158
C -0.8306 -1.3523 -4.9978
C 1.3205 -2.0945 8.8055
C -5.2720 -7.8846 0.7196
C 3.1853 -1.1229 -2.7564
C 6.9499 3.0047 3.4339
C -3.0224 -6.6480 0.5846
C 3.2768 -4.9024 -5.3300
C -0.2393 -12.1728 1.8073
C -2.0869 0.6268 -3.8465
C 0.0552 -9.5785 1.6099
C 0.0444 -4.0518 9.3356
C -0.8722 4.9000 -2.4546
C -2.2028 -0.8435 -4.3967
C 2.6179 -9.5164 -3.4069
C -2.6986 -5.1096 -7.3042
C -0.8807 10.3567 3.0833
C -4.6964 6.7899 -5.9824
C 7.3651 -0.7778 0.7354
C -0.0206 -2.0690 4.4779
C 7.6170 2.1922 4.5543
C -2.4041 -7.9384 1.1959
C 9.0843 2.5295 4.3911
C -1.8331 -2.9406 0.7724
C 4.1511 -1.0836 3.7762
C 3.2047 1.4450 0.1979
C 0.0200 -3.0523 6.8502
C 1.0593 2.1274 1.3985
C 0.2149 2.1866 0.0750
C -2.5567 0.3637 3.2595
C -8.7521 8.7533 -1.9761
C 0.7408 -3.6957 10.6384
C -1.3441 -2.9597 -1.8160
C -6.6001 7.9609 -3.0194
C -2.2418 5.5567 2.1688
C -0.2603 -3.3546 -2.8631
C -1.0502 -3.5721 -0.4100
C -0.4910 10.6843 -4.7871
C 1.7870 -4.6152 -5.0048
C -0.4027 8.9180 2.7718
C -7.1824 7.0588 -6.4944
C 3.6339 -2.3406 -2.0036
C -5.8225 6.6817 -3.3558
C -3.5682 0.0946 2.1641
C -1.7423 4.1744 2.6838
C 0.0375 0.6849 -0.3967
C 2.5221 0.4558 2.5214
C 0.3676 -6.5568 1.3561
C 1.6163 -2.4906 10.2401
C -0.2590 -8.3457 -0.9566
C 1.0767 -3.4274 -5.6986
C -0.3792 -10.9103 0.9656
C -1.7792 10.2606 -4.2284
C 3.8276 -6.0840 -4.5388
C -8.2758 8.0481 -6.9199
C -2.9167 5.5612 -3.9128
C -1.7804 -4.2031 -5.0530
C -1.0602 -1.6997 8.8205
C 7.5213 1.7041 1.1852
C 3.3069 -5.4922 3.7932
C 1.2194 -8.6183 -1.4321
C 7.3947 0.3510 1.7545
C 1.2717 -8.9875 -2.9320
C -0.5073 6.0767 3.5950
C -7.7221 7.6220 -2.0751
C 3.3371 -0.8275 2.4637
C -2.1107 8.7248 -4.2202
C -1.4524 -5.9041 -7.7408
C 7.9588 4.1547 1.4413
C 2.0171 -5.4181 2.9708
C 1.6116 -6.7977 2.3618
C -2.2936 -3.8467 -6.5419
C -1.5924 8.0056 2.3495
H -5.8508 8.5697 -5.7013
H -9.3018 7.6987 -7.0356
H 1.1410 -5.4911 -5.0660
H 0.9096 -0.8784 1.0569
H -8.0076 8.4409 -7.9006
H -2.2796 6.6166 -2.2298
H -3.0444 5.8748 2.8342
H -1.7439 1.2452 -4.6760
H 1.3636 -7.4807 3.1743
H 2.8006 -2.8111 -1.4818
H 3.8531 0.6109 -0.0701
H 0.0207 -3.4317 11.4128
H -8.3302 8.9030 -6.2458
H 1.8449 -7.7484 -1.2317
H -2.5185 8.0276 2.9240
H 7.1948 2.6526 5.4475
H 1.2675 -4.5580 11.0473
H 3.4510 -8.8149 -3.3619
H 1.8774 -4.3267 -3.9576
H -0.0922 -4.4264 -2.9680
H 0.8351 -3.7664 6.7332
H 7.0134 4.2592 0.9091
H 7.3133 -1.7401 1.2446
H 9.3519 3.5150 4.7723
H 0.4560 1.9249 2.2834
H 7.2923 1.1533 4.4961
H -1.0687 -1.8934 4.2354
H -0.9232 -3.5385 6.6009
H -0.7108 -13.1859 3.6158
H 0.3789 -1.4436 3.6795
H -1.5668 -3.3092 1.7630
H 9.6494 1.7350 4.8786
H -0.9012 3.8785 -2.8337
H 0.3778 8.9315 2.0110
H -4.7744 -8.5857 0.0496
H 0.6196 -3.6770 -6.6561
H 0.0686 -11.0518 -0.0180
H 1.3885 -1.6155 10.8487
H 6.6570 1.9537 0.5698
H -1.8296 -6.8787 -8.0505
H 1.2442 5.3731 -2.7776
H -0.8956 6.6866 0.0739
H -7.3205 7.1320 -1.1881
H 0.2126 0.6709 -1.4724
H -1.8901 -11.9118 3.3352
H -0.7075 -7.5495 -1.5506
H 8.1303 0.1944 2.5435
H 0.6324 6.8037 1.1576
H -0.3292 11.7487 -4.6170
H -3.6173 8.5631 -2.6871
H 1.8233 -0.6716 -0.3261
H -1.4625 -10.8276 0.8782
H -2.4371 -8.0122 2.2829
H -2.6816 -0.1691 4.2021
H -1.8863 10.6150 -3.2032
H -1.9577 8.2028 1.3417
H 3.0790 1.3227 2.8770
H -1.3953 8.1896 -3.5957
H -1.4316 -1.8830 -1.6709
H -2.5175 3.7447 3.3183
H 1.5131 3.0569 1.7423
H 3.3963 -6.9755 -4.9940
H -5.9149 8.6565 -2.5348
H 3.7115 2.1946 0.8057
H -2.8022 -8.8080 0.6729
H 1.2739 -4.9851 3.6403
H -6.9551 8.4091 -3.9474
H 0.5399 -4.8395 8.7681
H -1.5391 10.4912 3.9415
H 9.6324 1.7182 2.5596
H -2.9428 5.0850 -1.8559
H -4.6609 -5.9574 1.7310
H 4.2624 -3.0241 -2.5744
H -6.3286 -7.9481 0.4595
H -1.3364 0.6784 -3.0577
H -3.7128 0.9265 -2.3442
H 4.2487 -2.1563 -1.1227
H 4.1369 -5.5145 3.0871
H 2.9081 -1.8023 2.2318
H -4.8888 -5.8912 0.0108
H -2.2367 5.8601 -4.7105
H -0.8188 -6.1103 -6.8782
H 5.9521 2.6746 3.1448
H 2.5474 -9.7181 -4.4758
H -1.2863 -4.6348 -0.4666
H -0.6457 2.8549 0.0472
H 0.2678 6.7854 -2.8078
H 3.2789 -6.4226 4.3604
H 0.8550 -8.2142 -3.5773
H -3.1575 -3.2045 -6.3702
H -2.6898 5.4904 1.1774
H -0.4169 -11.4760 4.0011
H -7.1734 6.2455 -7.2200
H -1.4474 -5.2270 -4.8832
H 10.0943 3.4235 2.6577
H 1.3291 -1.0193 8.6263
H -0.8954 -5.4116 -8.5379
H -0.0748 -0.6607 -4.6254
H 0.1408 8.6252 3.6702
H 1.1344 -9.4446 1.6845
H 4.9226 -0.3738 4.0747
H -2.5004 -1.5377 -3.6108
H -1.4123 3.6017 1.8171
H 2.9795 -10.4325 -2.9399
H -1.5934 -3.3206 -7.1909
H 0.3377 10.0928 -4.3979
H 0.6290 -9.8593 -3.0545
H -8.2955 6.7818 -2.4669
H -1.0077 -1.6039 9.9050
H -1.4288 10.8042 2.2543
H 3.3358 -4.6931 4.5340
H -1.5794 -1.8823 0.8332
H 6.8461 4.0402 3.7581
H 4.6017 -2.0727 3.6938
H 4.9170 -6.0669 -4.5722
H -0.8973 0.1634 -0.1913
H -8.3288 9.4962 -1.3002
H -0.4009 10.5295 -5.8623
H -0.7625 -9.2971 -1.1282
H 6.5166 0.2341 2.3897
H -0.7396 -12.9680 1.2547
H 1.4934 -1.7291 5.9009
H -5.2126 -8.3634 1.6970
H -2.6502 -4.0459 -4.4153
H -1.5220 0.2774 2.9276
H -1.9684 -2.2555 8.5874
H -0.3727 -9.4890 2.6084
H 0.7941 -12.4791 1.9697
H 0.6484 -6.0216 0.4491
H -5.4868 8.2359 -7.3655
H -0.9242 -0.7388 8.3244
H -0.6724 4.8396 -1.3848
H 2.6768 -2.7124 10.3590
H 8.3497 1.7187 0.4768
H 2.6195 6.3086 -0.1230
H -7.4886 6.6884 -5.5160
H -5.4288 6.1563 -2.4857
H -2.5216 -5.7134 0.8375
H -1.2175 6.3994 4.3563
H 0.0681 10.8109 3.3693
H -9.1118 9.2398 -2.8828
H 0.2256 -3.0379 4.0436
H -0.8062 4.2966 4.5974
H -0.0194 5.2888 0.9198
H -3.3420 -5.6574 -6.6157
H 8.2183 -0.8105 0.0579
H -9.5526 8.2894 -1.3999
H -2.5402 1.4220 3.5197
H 6.5092 -0.7428 0.0614
H -3.0723 2.3296 -3.1012
H 3.8248 -3.9826 -5.1255
H 8.1336 4.9309 2.1863
H -3.2844 -4.9437 -8.2083
H -0.3425 -5.8142 1.7202
H 2.4933 -7.1743 1.8433
H -0.9253 -1.3725 -6.0835
H -3.2369 4.5328 -4.0802
H -3.7679 7.1444 -6.4298
H -2.0880 8.3130 -5.2292
H 0.5258 6.4182 3.6603
H 2.0697 -2.6626 8.2542
H 3.4860 -6.1216 -3.5043
H 0.0085 -3.4002 -0.2161
H -1.0331 -4.2156 9.3533
H -4.0465 1.3193 -4.1049
H 0.7878 2.7086 -0.6914
H -4.2260 9.2783 -4.1609
H 1.6198 0.2248 3.0876
H 4.3621 5.8545 -0.2115
H 1.6408 -2.5042 -5.8313
H 2.8413 1.9306 -0.7078
H 3.2187 4.6251 -0.4867
H 1.7863 -9.4043 -0.9330
H 0.7587 -3.0178 -2.6728
H 3.2254 -5.0220 -6.4122
H 8.7164 4.1516 0.6577
H -2.9092 -3.0840 0.6749
H -6.3716 5.8749 -3.8413
H -2.7641 -6.5700 -0.4715
H 4.0154 -0.7307 1.6161
H -2.9839 -0.8193 -5.1566
H -4.9149 5.7445 -6.2003
H -2.5959 10.7609 -4.7488
H -0.0397 -0.8992 6.2585
H 0.4417 4.1120 3.4479
H 3.4185 -1.1788 4.5777
H 2.1618 -4.6367 2.2247
H 0.2905 5.6227 -4.1316
H -2.3471 -3.2476 -2.1310
```

Computed properties:
Charge: +4
E_LUMO in eV: -6.22
HOMO level in eV: -12.63

=====

(2)
A 3-piece molecular cluster, C16H23FN3O6 overall at a distorted geometry. Source: OMol25; level of theory: the ωB97M-V functional and the def2-TZVPD basis.

Geometry as XYZ:
```
49
C16H23FN3O6 the ωB97M-V functional and the def2-TZVPD basis
F 2.5825 0.2077 0.5977
O 1.2336 -2.3317 -2.5184
O 0.0173 -1.0028 -3.8807
O -1.1323 3.4800 2.4593
O -2.1926 1.5376 2.0163
O 2.2334 -0.7202 -3.7409
O -1.5166 2.0264 4.1144
N -1.6991 -3.8979 -0.3417
N -0.5189 -3.4012 -0.0277
N -3.9384 -0.9337 0.3362
C -2.7857 -1.6857 0.2363
C -0.4057 -2.1108 0.3840
C 1.1987 -0.0579 0.5888
C 0.3148 0.2379 -4.5267
C 1.2952 -4.8307 0.8815
C 1.7810 0.0977 -4.8290
C 0.6098 -4.3380 -0.1616
C 0.4267 5.0175 3.5119
C -1.6627 2.2811 2.7934
C -1.4449 -1.1512 0.5837
C 1.0578 -1.6239 0.6761
C 2.5245 1.4136 -4.8624
C -0.8012 4.1526 3.6836
C -2.7183 -3.0828 -0.2295
C 1.1681 -1.4353 -3.3076
C -0.6034 3.0006 4.6286
H 1.3306 -1.9472 1.7144
H 0.4063 2.5826 4.6016
H 2.5768 1.8584 -3.8664
H 0.6672 0.4729 1.4101
H 1.7795 -2.0184 -0.0849
H 1.4548 -4.2554 1.8147
H 0.0882 1.0553 -3.8367
H -4.7815 -1.5090 0.3700
H -3.9053 -0.3151 1.1542
H 0.7993 0.2644 -0.4094
H 0.1911 5.8912 2.9024
H 3.5536 1.2577 -5.1895
H 1.2170 4.4750 2.9888
H 0.8066 5.3613 4.4750
H -0.8520 3.2591 5.6569
H 0.8544 -4.5966 -1.2167
H 1.9456 -0.4528 -5.7597
H 2.0491 2.1198 -5.5447
H -0.2857 0.3584 -5.4274
H -1.3230 -0.1188 0.9522
H -3.6986 -3.5211 -0.5364
H 1.7600 -5.8373 0.7895
H -1.6575 4.7666 3.9765
```

Computed properties:
Charge: +1
E_LUMO in eV: -3.54
HOMO level in eV: -12.84